# 1
127
Properties=species:S:1:pos:R:3:forces:R:3:lowdin_charge:R:1 method="wB97M-V/def2-TZVPD" homo_ev=-6.75 total_energy_ev=-73185.8344 fmax_ev_per_a=2.800 total_charge=-1
F -0.4890 0.8693 0.9458 -0.4 0.8 1.2 0.1461
F 0.5493 0.8146 -1.0104 0.2 0.3 -0.4 0.1245
F 1.5107 -0.2896 0.6939 0.8 0.1 1.2 0.0924
F -0.3722 -1.0961 -0.1592 -0.7 -0.8 -0.1 0.1604
O 5.7373 1.2899 -0.9556 0.6 0.1 0.3 0.0058
O -6.8525 0.3434 -3.1367 -1.0 0.4 0.2 -0.1943
O -0.0940 -1.6437 -3.5348 -0.4 -0.1 -0.3 -0.0657
O -4.6077 -5.0051 0.5630 0.1 0.3 0.5 -0.1919
O 0.5317 1.8579 -4.8757 0.1 -0.4 0.0 -0.0903
O -1.6999 2.2305 -3.3283 0.1 0.2 -0.2 -0.0640
O 1.5123 -5.0570 0.3433 -0.4 0.3 -0.1 -0.2432
O -1.7394 -0.6881 2.7745 -0.4 -0.1 0.6 -0.0591
O -1.3772 4.6577 2.6903 -0.3 -0.4 -0.4 -0.1904
O 4.0370 4.1143 -2.4400 -0.6 -0.3 0.6 -0.2294
O 5.7790 -1.2973 5.1391 -0.7 0.2 1.1 -0.1772
N 4.2586 0.0792 0.2620 0.3 -2.0 1.4 0.1608
N 1.4062 4.4618 -5.0376 0.0 -0.2 -1.2 0.0113
N -1.2730 -5.4202 -0.9277 0.3 0.0 -0.2 0.0485
N 2.7403 -1.5818 3.0772 1.0 -1.8 -0.3 0.0544
N -4.1433 2.6497 -1.9404 -0.4 0.5 -0.1 0.0181
N -2.1136 3.5747 5.1220 0.3 -0.9 0.1 0.0256
N 3.6039 1.9643 -0.7440 -1.3 1.8 -0.3 0.1893
N 2.0766 -2.0016 -1.6770 0.5 -0.2 0.4 0.0517
C -0.4141 1.6983 4.9410 -0.6 0.8 -0.8 -0.0416
C 4.3886 5.4417 -2.1785 0.7 0.1 -0.8 -0.0968
C 1.9574 4.6927 -3.7257 2.0 1.6 -0.6 -0.4360
C -2.2930 -5.1181 0.0891 1.0 -0.5 -0.8 -0.4357
C -1.8497 4.8278 1.3707 0.5 0.0 -0.1 -0.1141
C 1.9566 -3.7225 0.0585 -0.9 -1.1 -0.4 -0.1702
C -4.7171 1.5329 -2.7057 0.9 -0.6 0.4 -0.4094
C 3.8712 -0.8508 3.6592 -0.8 0.6 0.5 -0.4274
C 3.2872 0.4566 4.0546 0.3 2.3 0.4 -0.0868
C -1.9972 -3.7104 0.5071 -0.2 0.5 1.1 -0.0573
C 4.6175 1.1401 -0.4914 0.0 -0.3 -0.5 -0.7131
C 2.0291 -4.4194 -2.4078 -0.1 -0.2 1.1 -0.0367
C -4.1786 0.2203 -2.0906 -1.3 0.1 -1.3 -0.0373
C -3.6847 -5.3179 -0.4532 -0.3 -0.5 -0.4 -0.2246
C -6.2672 1.5951 -2.8423 1.0 -0.3 0.3 -0.2102
C 3.3707 3.9796 -3.6673 -1.2 -0.4 -0.1 -0.1566
C -1.1153 3.2735 2.8963 1.6 -0.1 2.3 -0.2029
C 4.4205 -1.6314 4.8922 -0.1 -0.6 -1.1 -0.1919
C -5.9828 -5.1504 0.2739 0.9 -0.3 -0.2 -0.1024
C 1.5598 -3.3604 -1.3810 0.8 0.9 -1.0 -0.3937
C -0.8665 3.1136 4.4509 -0.1 0.1 -0.5 -0.3782
C 0.9677 4.3219 -2.6801 0.1 -0.4 1.3 -0.0490
C -8.3037 0.4302 -3.2182 1.1 -1.5 -0.4 -0.0840
C 6.1609 -1.3575 6.5196 0.9 0.7 -0.8 -0.1076
C 2.2875 -5.7689 1.2719 -0.3 -0.1 -0.3 -0.1026
B 0.2855 0.0714 0.1473 -0.4 0.4 -1.7 -1.3659
H 1.0051 3.2460 -2.5089 -0.4 -0.2 -0.3 0.0770
H -0.1066 3.8277 4.7718 0.3 0.1 -0.4 0.1175
H 5.4193 -1.0427 7.2549 -0.5 -0.2 -0.3 0.0819
H 1.4895 -3.0755 0.8030 0.1 0.4 -0.1 0.1130
H 1.6230 -6.5157 1.7071 0.2 -0.1 0.1 0.0870
H -2.6028 -3.5267 1.3964 -0.2 0.6 -0.2 0.0835
H 4.9193 5.7912 -3.0694 0.1 0.4 -0.1 0.0869
H 0.5483 -1.6419 -2.8117 0.5 0.3 0.0 -0.0263
H 5.1222 5.4639 -1.3740 -0.4 0.0 0.3 0.0988
H 2.1546 -1.1067 2.4021 0.1 0.9 0.4 0.0431
H 4.3185 -2.7044 4.7062 0.3 -0.2 -0.4 0.1108
H -2.5470 2.5746 -3.0142 -0.1 0.0 0.4 -0.0053
H -6.4779 2.2962 -3.6533 -0.3 0.3 0.1 0.1224
H -4.6611 3.5184 -1.9898 -0.2 0.0 -0.3 0.0776
H 3.0248 -4.7740 -2.1336 0.2 0.1 -0.2 0.0721
H 2.6743 -5.1340 2.0709 0.1 0.0 0.0 0.0836
H -0.3564 1.6933 6.0298 -0.2 0.0 0.0 0.0729
H -4.4474 -0.4505 -2.9089 -0.1 -0.8 0.6 0.0784
H 1.3740 -5.2825 -2.2845 0.0 -0.1 -0.1 0.0606
H -2.1714 -5.8251 0.9137 -0.2 0.2 0.5 0.1386
H 1.1505 4.7424 -1.6892 0.4 0.3 -0.1 0.0826
H -0.2047 2.9825 2.3696 -0.1 -0.1 -0.3 0.1185
H -8.6666 -0.5552 -2.9223 0.0 0.0 0.3 0.0793
H 6.9505 -0.6086 6.5991 0.2 -0.1 0.1 0.0796
H -4.7412 0.0034 -1.1830 0.2 -0.3 0.1 0.0836
H 3.7662 -1.5238 5.7600 0.1 0.7 0.1 0.1161
H -4.0918 2.4296 -0.9543 0.1 -0.2 0.0 0.0821
H 3.0284 1.0537 3.1772 -0.9 -0.5 -0.3 0.0789
H -2.8394 4.3761 1.2811 -0.2 0.2 -0.2 0.0827
H 3.3511 -0.1004 0.6678 0.0 0.6 -0.4 0.0551
H -1.1269 0.9593 4.5728 -0.1 -0.2 0.3 0.0598
H 2.1225 5.7733 -3.7870 0.3 0.3 1.2 0.1211
H 2.0068 -4.1260 -3.4561 -0.1 0.4 0.2 0.0793
H 0.7689 2.7914 -4.9459 0.1 0.0 -0.3 -0.0502
H -3.1003 0.1111 -1.9995 0.0 0.6 0.2 0.0807
H 1.8818 -1.4204 -0.8712 -0.4 0.1 -0.1 0.0301
H -1.1283 2.2332 -2.5560 0.0 -0.2 0.3 0.0331
H -6.1710 -6.1998 0.0352 -0.3 0.0 -0.3 0.0809
H 3.1388 2.9397 -3.9056 0.2 -0.3 0.6 0.1355
H 2.6374 1.7788 -0.5246 0.2 -0.4 0.1 0.0864
H 3.9390 1.2263 4.4770 0.7 -0.6 0.6 0.0825
H 3.0889 -6.2640 0.7195 0.3 -0.1 0.3 0.0873
H -0.4004 -5.2337 -0.4471 0.3 0.2 -0.3 0.0293
H 2.0476 4.9327 -5.6637 -0.1 -0.3 -0.5 0.0931
H 0.5036 -3.1939 -1.5922 -0.3 -0.7 1.0 0.1027
H 3.0886 -1.9501 -1.7004 0.2 -0.4 -0.4 0.0838
H -0.2558 1.8395 -4.3171 0.0 -0.2 -0.3 -0.0274
H -1.1646 -6.3912 -1.1941 -0.6 -0.3 0.1 0.0693
H -8.7789 1.1698 -2.5749 0.3 0.3 -0.1 0.0828
H -3.7593 -6.3630 -0.7719 -0.2 -0.4 0.3 0.1179
H -4.2690 1.5315 -3.7009 -0.2 0.4 -0.2 0.1260
H 3.0443 -3.7037 0.1585 0.2 0.2 -0.1 0.1232
H 4.6117 -0.6348 2.8868 0.6 -0.3 0.4 0.1185
H -1.1671 4.3367 0.6729 -0.1 -0.2 -0.2 0.0820
H -2.1359 -2.9797 -0.2891 -0.4 -0.1 0.0 0.0901
H 6.6011 -2.3190 6.7876 -0.3 -0.2 0.0 0.0786
H -1.5022 0.1140 2.3004 0.2 -0.1 -0.3 -0.0037
H -3.8508 -4.7911 -1.3967 0.0 0.7 0.1 0.1283
H -2.4523 2.7690 5.6342 -0.3 0.0 0.2 0.0510
H 3.5259 6.0940 -2.0371 0.0 0.0 0.4 0.0840
H -0.0300 4.6662 -2.9525 -0.1 -0.3 -0.2 0.0844
H -0.9681 -3.5425 0.8292 0.2 -0.5 -0.1 0.0694
H -2.8008 3.7355 4.3971 -0.2 0.2 0.1 0.0514
H -1.9264 2.6053 2.5982 -0.3 0.2 -0.1 0.1200
H 3.7749 2.8425 -1.2277 0.2 -0.6 0.0 0.0677
H -8.5905 0.4758 -4.2698 -0.1 0.7 0.0 0.0806
H 4.1348 4.2459 -4.4027 -0.6 0.7 -0.7 0.1242
H -1.5958 -1.3955 2.1415 0.1 0.0 -0.2 0.0072
H 2.4689 0.3478 4.7660 -0.2 -0.1 -0.3 0.0700
H -0.7172 -2.3356 -3.3027 -0.1 0.0 0.0 0.0164
H 4.9646 -0.5606 0.5896 0.2 0.3 -0.4 0.0967
H 0.5371 4.9742 -5.1199 -0.2 0.0 0.0 0.0944
H -6.6418 1.9375 -1.8745 -0.2 0.3 0.0 0.1178
H 0.5639 1.3775 4.5834 0.0 0.3 -0.2 0.0491
H 3.2317 -2.2323 2.4731 -0.5 -0.8 0.0 0.0552
H -1.8346 5.8800 1.0877 -0.3 0.1 0.3 0.0849
H -6.5520 -4.9156 1.1723 0.1 0.2 0.0 0.0841
H -6.2400 -4.4822 -0.5498 -0.4 -0.1 -0.1 0.0865

***

# 2
16
Properties=species:S:1:pos:R:3:forces:R:3:lowdin_charge:R:1 method="wB97M-V/def2-TZVPD" homo_ev=-7.25 total_energy_ev=-32816.3837 fmax_ev_per_a=4.679 de_lowest_ev=1.382
K 2.1010 -2.5251 0.2860 -0.8 0.6 -0.9 0.9048
F -2.4391 0.5055 -0.6727 -0.4 0.1 1.2 0.1406
F -2.3605 0.2164 -2.7660 1.4 -1.0 1.1 0.0605
F -2.1997 -1.5399 -1.4292 -0.7 0.0 0.1 0.1417
O 0.0303 -0.3432 0.0596 -0.9 0.9 0.7 -0.1976
O 0.6992 -1.2048 -1.8743 -2.9 2.6 0.3 -0.3697
C -1.8322 -0.2702 -1.5494 1.7 -0.3 -1.6 -0.5247
C 0.8159 0.6590 0.6651 -1.0 0.7 -0.2 -0.3141
C -0.2142 -0.1700 -1.3585 2.3 -3.9 -1.2 -0.3571
C 0.9077 0.4050 2.1506 -1.0 -0.1 -0.4 -0.0736
H -0.1258 0.2793 2.4736 -0.1 -0.3 0.1 0.0851
H 1.2024 1.3136 2.6756 0.8 -0.4 0.1 0.0835
H 1.4162 -0.5336 2.3709 0.4 0.3 0.5 0.0475
H 1.7582 0.7808 0.1311 0.3 -0.1 0.0 0.1199
H -0.0341 0.8238 -1.7684 0.6 0.4 0.4 0.1337
H 0.2747 1.6033 0.6061 0.1 0.4 -0.4 0.1194

***

# 3
10
Properties=species:S:1:pos:R:3:forces:R:3:lowdin_charge:R:1 method="wB97M-V/def2-TZVPD" homo_ev=-10.07 smiles="N#Cc1cc1=O.O" total_energy_ev=-9778.3039 fmax_ev_per_a=3.448 de_lowest_ev=3.383
O 4.5026 -1.0698 0.2751 1.3 -0.2 0.2 0.1197
O -0.9584 0.1903 0.2710 0.3 -2.7 -0.5 -0.0237
N 1.7338 2.8421 0.0086 0.1 -1.3 0.3 0.1842
C 3.4433 -0.6568 -0.0290 -1.6 0.4 -0.1 -0.3856
C 2.0934 -0.8656 -0.4100 0.5 1.9 0.5 0.1759
C 1.9875 1.7085 0.0308 -0.5 2.9 -0.3 -0.1670
C 2.4546 0.4275 -0.1191 0.3 -3.4 -0.4 -0.0563
H 1.2260 -1.4660 -0.5885 -0.2 -0.2 -0.2 0.1085
H -1.6859 0.0066 -0.3280 -0.1 0.2 0.0 0.0476
H -0.9711 1.0868 0.4768 -0.2 2.5 0.4 -0.0033

***

# 4
23
Properties=species:S:1:pos:R:3:forces:R:3:lowdin_charge:R:1 method="wB97M-V/def2-TZVPD" homo_ev="-8.34 / -8.81" total_energy_ev=-96612.9429 fmax_ev_per_a=3.691 de_lowest_ev=2.914
Br -4.7180 0.1239 -2.1587 0.1 0.0 0.0 -0.0065
S -0.3571 -0.9625 -2.5202 0.4 1.0 0.5 0.2184
P 0.4767 -0.0447 -0.9181 -1.4 -1.6 0.0 0.6180
C -0.1722 2.5836 -1.4292 -0.9 -0.2 2.8 -0.1117
C -0.5535 1.4379 -0.3739 -1.6 -0.2 -2.1 -0.5900
C -0.1785 1.7479 1.0177 3.3 -1.3 0.9 -0.1826
C 0.2709 -2.7623 -0.0400 1.5 -2.1 -0.7 -0.2102
C 0.3405 -1.3638 0.4913 -1.7 0.6 -0.3 -0.6141
C 1.4732 -1.2233 1.4368 0.2 2.7 -0.6 -0.1585
H 0.3657 -3.5293 0.7631 -0.3 0.7 0.0 0.0852
H 0.9997 1.7806 1.1457 -2.3 0.4 -0.1 0.1291
H 1.2934 -0.3325 2.0635 0.8 -0.1 -0.4 0.0732
H 0.7502 2.2162 -1.8005 1.5 0.9 -0.3 0.0127
H -0.6194 -1.1519 1.0657 0.9 -0.1 -0.9 0.1271
H -0.6030 -3.0300 -0.6199 -0.2 0.3 -0.1 0.0369
H -0.5140 0.9821 1.6866 0.1 -1.1 0.3 0.0476
H -1.6652 1.0998 -0.4138 1.7 0.7 -0.1 0.1188
H -0.2295 3.6080 -0.9415 0.6 -1.3 -0.6 0.0999
H 1.5074 -1.9948 2.0886 -0.1 -2.7 2.2 0.0349
H -0.6598 2.5273 1.5021 -0.6 2.4 0.2 0.0521
H -0.7906 2.6081 -2.2739 -1.3 -0.2 -1.1 0.0382
H 1.1607 -3.0627 -0.6872 -1.0 0.8 0.5 0.0968
H 2.4224 -1.2576 0.9158 0.3 0.5 0.0 0.0847